This record from OMol25 describes C35H35Cl4F5O as an isolated structure. The level of theory is ωB97M-V/def2-TZVPD.

Relative energy (zero: lowest compared OMol25 entry of this formula, charge and spin), eV: 16.5008
Orbital gap, eV: 8.1
Total energy, eV: -102569.79810

```
80
C35H35Cl4F5O | OMol25 | ωB97M-V/def2-TZVPD
F 26.528 -7.074 -8.044
C 27.734 -7.335 -8.573
C 28.772 -6.489 -8.292
C 30.039 -6.863 -8.673
C 30.192 -8.037 -9.401
C 29.075 -8.863 -9.637
C 27.822 -8.513 -9.324
H 28.561 -5.614 -7.694
H 30.834 -6.186 -8.395
H 31.175 -8.390 -9.673
H 29.223 -9.862 -10.020
H 27.071 -9.241 -9.594
F 23.392 -9.673 -8.295
C 24.565 -10.289 -8.489
C 25.690 -9.841 -7.826
C 26.873 -10.369 -8.141
C 27.036 -11.342 -9.139
C 25.897 -11.875 -9.713
C 24.702 -11.330 -9.415
H 25.687 -9.036 -7.106
H 27.754 -9.993 -7.643
H 28.017 -11.693 -9.422
H 26.114 -12.637 -10.447
H 23.839 -11.598 -10.006
F 26.282 -4.659 -3.395
C 27.248 -4.993 -4.259
C 27.897 -4.073 -4.995
C 28.902 -4.392 -5.885
C 29.108 -5.787 -6.003
C 28.328 -6.803 -5.356
C 27.408 -6.335 -4.453
H 27.744 -3.006 -4.936
H 29.450 -3.626 -6.414
H 29.914 -6.205 -6.588
H 28.479 -7.871 -5.397
H 26.895 -7.002 -3.776
F 25.017 -3.456 -4.821
C 25.698 -2.256 -4.722
C 25.803 -1.484 -5.896
C 26.458 -0.225 -5.861
C 27.152 0.108 -4.734
C 26.992 -0.618 -3.551
C 26.248 -1.783 -3.508
H 25.279 -1.822 -6.778
H 26.516 0.476 -6.681
H 27.909 0.878 -4.768
H 27.401 -0.268 -2.615
H 26.090 -2.396 -2.632
F 24.726 -3.378 -6.664
C 24.639 -4.694 -6.818
C 23.575 -5.156 -7.648
C 23.456 -6.520 -7.848
C 24.429 -7.305 -7.343
C 25.546 -6.806 -6.663
C 25.755 -5.450 -6.482
H 22.748 -4.486 -7.830
H 22.604 -6.919 -8.379
H 24.414 -8.359 -7.576
H 26.337 -7.511 -6.452
H 26.683 -5.052 -6.100
C 22.468 -3.145 -5.969
Cl 21.655 -2.286 -4.635
Cl 21.886 -2.705 -7.585
H 23.542 -2.961 -5.946
H 22.235 -4.190 -5.761
C 24.238 -7.078 -10.972
Cl 22.771 -7.673 -10.159
Cl 24.678 -5.552 -10.203
H 25.057 -7.762 -10.749
H 24.006 -6.773 -11.993
C 19.344 -7.706 -7.888
C 20.098 -9.010 -8.147
O 19.534 -10.111 -8.375
C 21.632 -8.930 -8.099
H 18.268 -7.878 -7.916
H 19.560 -7.101 -8.768
H 19.633 -7.373 -6.892
H 22.121 -9.635 -8.771
H 22.071 -9.022 -7.106
H 21.884 -7.887 -8.295
```